Below is a structure of composition C35H38AsF3N3O13PS2Ti, with properties calculated with ωB97M-V/def2-TZVPD.

Computed properties:
Highest occupied orbital energy   -2.09 eV
Gap between HOMO and LUMO   6.3 eV
Total charge   -2
DFT total energy   -191075.418 eV

Cartesian coordinates (Å):
Ti -1.238 -0.102 0.260
C -2.249 1.153 4.228
O -3.228 2.060 3.743
C -4.110 1.510 2.820
C -5.442 1.446 3.171
C -6.386 0.885 2.315
C -5.958 0.312 1.138
C -4.617 0.366 0.751
C -4.239 -0.058 -0.564
N -3.014 0.027 -0.922
N -2.671 0.058 -2.234
C -1.524 0.711 -2.313
O -0.938 1.176 -1.284
C -1.060 1.053 -3.673
C 0.186 1.646 -3.845
C 0.574 2.084 -5.097
C -0.269 1.926 -6.186
C -1.496 1.303 -6.023
C -1.892 0.866 -4.774
C -3.639 1.042 1.555
O -2.428 1.288 1.165
H -2.448 0.962 5.290
H -1.262 1.606 4.115
H -2.269 0.205 3.684
H -5.731 1.858 4.129
H -7.435 0.877 2.583
H -6.667 -0.173 0.480
H -5.019 -0.300 -1.292
H 0.822 1.740 -2.979
H 1.538 2.555 -5.231
H 0.032 2.289 -7.159
H -2.145 1.164 -6.876
H -2.843 0.383 -4.622
F 2.069 -0.437 5.742
C 2.515 -0.563 4.448
F 2.610 -1.868 4.249
F 3.805 -0.126 4.531
C 1.698 0.274 3.521
C 1.880 1.633 3.643
C 1.135 2.505 2.856
C 0.193 1.955 2.000
N -0.019 0.659 1.888
C 0.753 -0.238 2.574
S 0.542 -1.853 2.237
H 2.598 2.019 4.356
H 1.274 3.573 2.930
H -0.454 2.590 1.400
O -2.595 -2.547 3.610
As -2.929 -2.561 1.779
O -4.546 -2.714 1.903
O -2.172 -1.155 1.366
C -1.720 -4.062 1.448
C -1.305 -4.970 2.411
C -0.197 -5.767 2.161
C 0.504 -5.641 0.972
C 0.061 -4.764 -0.005
C -1.056 -3.995 0.244
S -1.775 -2.898 -0.962
O -3.167 -2.774 -0.546
O -1.633 -3.557 -2.242
O -1.025 -1.638 -0.902
H -3.408 -2.212 4.000
H -1.847 -5.033 3.347
H 0.144 -6.472 2.909
H 1.394 -6.231 0.805
H 0.584 -4.648 -0.942
C 1.601 4.290 -1.433
C 2.530 3.164 -0.952
C 3.619 2.892 -1.994
C 3.210 3.553 0.366
O 1.673 2.051 -0.780
P 2.104 0.533 -0.409
O 3.148 0.477 0.645
O 0.817 -0.209 -0.234
O 2.735 0.120 -1.880
C 3.414 -1.104 -2.061
C 2.724 -2.241 -1.311
C 3.399 -1.382 -3.571
C 4.866 -0.962 -1.584
H 2.103 5.255 -1.395
H 0.722 4.314 -0.795
H 1.274 4.090 -2.449
H 4.135 3.821 -2.242
H 3.181 2.469 -2.892
H 4.329 2.175 -1.591
H 3.994 4.290 0.192
H 3.636 2.654 0.801
H 2.486 3.966 1.061
H 1.666 -2.256 -1.572
H 2.793 -2.064 -0.239
H 3.189 -3.196 -1.558
H 2.377 -1.538 -3.905
H 3.998 -2.263 -3.791
H 3.811 -0.529 -4.106
H 4.857 -0.635 -0.548
H 5.386 -0.221 -2.191
H 5.385 -1.915 -1.666